This record from the Open Molecules 2025 dataset describes an isolated molecule of C24H33N5O2S. The level of theory is ωB97M-V/def2-TZVPD.

```
! wB97M-V def2-TZVPD RIJCOSX def2/J DEFGRID3
* xyz 0 1
C 5.346 0.769 -6.135
C 4.161 1.160 -5.259
N 3.298 0.028 -4.970
C 2.008 0.444 -4.456
C 1.095 -0.766 -4.293
N 1.685 -1.729 -3.377
C 0.808 -2.872 -3.141
C -0.238 -2.594 -2.059
C 0.406 -2.396 -0.688
N 1.172 -1.175 -0.670
C 1.163 -0.321 0.368
O 0.581 -0.555 1.411
C 1.945 0.961 0.105
C 1.207 1.873 -0.885
C 0.118 2.704 -0.205
N -0.808 1.866 0.528
N -1.538 1.053 -0.225
C -2.346 0.194 0.313
C -3.166 -0.679 -0.577
C -2.434 0.110 1.724
S -3.415 -0.998 2.639
C -2.817 -0.321 4.135
C -3.170 -0.716 5.415
C -2.592 -0.060 6.484
C -1.675 0.970 6.283
C -1.322 1.366 5.011
C -1.896 0.721 3.917
C -1.690 0.956 2.522
C -0.797 1.920 1.918
O -0.107 2.734 2.507
C 2.985 -2.129 -3.889
C 3.888 -0.910 -4.035
H 6.070 0.171 -5.587
H 5.848 1.664 -6.492
H 4.996 0.197 -6.989
H 3.557 1.893 -5.801
H 4.523 1.641 -4.332
H 1.553 1.139 -5.166
H 2.112 0.958 -3.484
H 0.131 -0.440 -3.896
H 0.928 -1.220 -5.285
H 1.427 -3.709 -2.810
H 0.304 -3.179 -4.073
H -0.817 -1.705 -2.311
H -0.921 -3.444 -2.014
H -0.348 -2.322 0.100
H 1.054 -3.252 -0.457
H 1.661 -0.984 -1.541
H 2.923 0.691 -0.299
H 2.088 1.479 1.053
H 1.914 2.564 -1.349
H 0.745 1.268 -1.667
H 0.554 3.389 0.526
H -0.440 3.270 -0.957
H -2.922 -1.726 -0.402
H -2.978 -0.428 -1.616
H -4.223 -0.541 -0.356
H -3.879 -1.516 5.565
H -2.854 -0.353 7.490
H -1.237 1.463 7.138
H -0.613 2.159 4.832
H 3.439 -2.832 -3.185
H 2.895 -2.621 -4.872
H 4.858 -1.234 -4.414
H 4.038 -0.446 -3.041
*
```

Properties
Energy relative to the best compared isomer or geometry (same formula, charge and spin) = 1.31 kcal/mol
Orbital gap = 0.3088 Ha
E = -1756.8329 Eh
SMILES string = CCN1CCN(CCCNC(=O)CCCn2nc(C)c3sc4ccccc4c3c2=O)CC1
E_LUMO = 0.37 eV

=====

This record from the Open Molecules 2025 dataset describes a structure of composition C45H57BrN3O5S2SiY. The level of theory is ωB97M-V/def2-TZVPD.

```
! wB97M-V def2-TZVPD RIJCOSX def2/J DEFGRID3
* xyz 0 1
Y 0.382 0.591 0.268
O -0.771 1.640 -4.065
C -1.362 0.495 -4.461
C -1.842 0.421 -5.766
C -2.483 -0.722 -6.211
C -2.646 -1.815 -5.369
C -2.159 -1.739 -4.072
C -1.529 -0.596 -3.597
C -1.092 -0.539 -2.147
O -0.114 0.392 -1.870
N -2.304 -0.181 -1.363
N -2.121 0.073 -0.059
C -3.145 0.229 0.692
C -3.062 0.593 2.101
Br -1.307 0.762 2.834
C -4.098 0.860 2.894
C -5.518 0.757 2.481
C -6.360 1.858 2.617
C -7.688 1.779 2.230
C -8.194 0.594 1.714
C -7.368 -0.514 1.593
C -6.038 -0.434 1.976
H -0.398 1.458 -3.166
H -1.703 1.276 -6.415
H -2.853 -0.765 -7.227
H -3.133 -2.713 -5.721
H -2.260 -2.591 -3.407
H -0.767 -1.547 -1.841
H -3.190 -0.582 -1.646
H -4.147 0.126 0.279
H -3.902 1.201 3.904
H -5.962 2.782 3.018
H -8.329 2.644 2.331
H -9.232 0.533 1.416
H -7.762 -1.444 1.205
H -5.395 -1.302 1.904
C -3.858 3.750 -4.547
C -4.246 3.458 -3.090
C -4.421 1.949 -2.930
C -5.592 4.123 -2.766
C -3.158 4.011 -2.171
C -3.007 5.405 -2.063
C -2.062 5.975 -1.241
C -1.234 5.131 -0.512
S 0.006 5.546 0.622
C 0.308 3.856 0.894
N -0.420 3.042 0.174
C -1.326 3.744 -0.629
C -2.298 3.187 -1.463
C 1.320 3.416 1.859
C 1.935 4.345 2.702
C 2.895 3.926 3.604
C 3.237 2.578 3.647
C 2.611 1.675 2.797
C 1.621 2.045 1.881
H -4.613 3.344 -5.224
H -2.896 3.294 -4.781
H -3.782 4.824 -4.729
H -5.250 1.614 -3.556
H -4.651 1.686 -1.893
H -3.529 1.406 -3.242
H -6.372 3.708 -3.407
H -5.567 5.200 -2.930
H -5.871 3.944 -1.725
H -3.651 6.059 -2.635
H -1.969 7.050 -1.157
H -2.362 2.113 -1.553
H 1.663 5.395 2.662
H 3.373 4.638 4.263
H 3.993 2.237 4.345
H 2.915 0.635 2.843
C 3.278 1.897 -0.960
C 3.488 0.397 -1.102
C 3.231 -0.018 -2.544
C 4.884 0.007 -0.642
O 2.510 -0.252 -0.208
Si 2.412 -1.891 0.238
S 0.459 -2.052 0.927
O 2.764 -2.651 -1.156
C 2.876 -4.018 -1.574
C 1.767 -4.859 -0.954
C 4.252 -4.529 -1.162
C 2.737 -4.000 -3.089
O 3.585 -2.193 1.329
C 3.688 -2.832 2.615
C 3.110 -1.927 3.692
C 2.963 -4.172 2.601
C 5.180 -3.041 2.836
H 3.958 2.417 -1.635
H 3.456 2.230 0.059
H 2.259 2.183 -1.255
H 3.887 0.567 -3.192
H 2.194 0.176 -2.820
H 3.435 -1.072 -2.694
H 5.625 0.530 -1.249
H 5.044 -1.066 -0.747
H 5.028 0.277 0.405
H 1.850 -4.877 0.133
H 1.827 -5.884 -1.322
H 0.792 -4.445 -1.208
H 4.368 -4.476 -0.079
H 5.029 -3.915 -1.619
H 4.390 -5.563 -1.482
H 1.768 -3.587 -3.373
H 2.821 -5.012 -3.490
H 3.518 -3.384 -3.536
H 2.077 -1.664 3.467
H 3.701 -1.015 3.776
H 3.136 -2.440 4.655
H 1.899 -4.031 2.410
H 3.078 -4.666 3.567
H 3.385 -4.822 1.832
H 5.699 -2.082 2.810
H 5.593 -3.680 2.055
H 5.358 -3.510 3.805
*
```

Properties
Energy relative to the best compared isomer or geometry (same formula, charge and spin) = 0.00 kcal/mol
Orbital gap = 0.2944 Ha
E = -5988.0003 Eh
E_LUMO = -0.14 eV

=====

This record from the Open Molecules 2025 dataset describes an isolated molecule of C7H7N3S at a distorted geometry. The level of theory is ωB97M-V/def2-TZVPD.

```
! wB97M-V def2-TZVPD RIJCOSX def2/J DEFGRID3
* xyz 0 1
C 0.497 2.614 -0.146
S -1.193 2.067 -0.060
C -1.021 0.481 0.453
N -0.019 0.021 1.070
C 0.345 -1.334 1.143
C 0.090 -2.124 0.042
C -0.620 -1.781 -1.149
C -1.607 -0.888 -1.180
N -2.112 -0.339 0.057
C -3.365 -0.337 0.350
N -4.456 -0.318 0.643
H 1.056 1.762 0.133
H 0.508 3.406 0.550
H 0.689 3.121 -1.134
H 0.992 -1.492 1.973
H 0.526 -3.096 0.128
H -0.208 -2.125 -2.061
H -2.024 -0.460 -2.183
*
```

Properties
Energy relative to the best compared isomer or geometry (same formula, charge and spin) = 92.07 kcal/mol
Orbital gap = 0.3366 Ha
E = -833.2877 Eh
SMILES string = CSC1=NC=CC=CN1C#N
E_LUMO = 0.38 eV

=====

This record from the Open Molecules 2025 dataset describes a cluster of 2 separate species, C37H38N3 in total at a distorted geometry. The level of theory is ωB97M-V/def2-TZVPD.

```
! wB97M-V def2-TZVPD RIJCOSX def2/J DEFGRID3
* xyz 1 1
C -2.585 -0.085 4.389
N -2.219 0.348 3.054
C -0.935 0.405 2.585
C -0.926 0.864 1.242
C 0.219 1.174 0.458
C 0.263 1.172 -0.963
C -0.642 0.595 -1.896
N -0.329 1.012 -3.163
C -1.109 0.699 -4.348
C 0.816 1.838 -3.121
C 1.230 1.913 -1.768
C 2.250 2.777 -1.396
C 2.795 3.624 -2.370
C 2.350 3.573 -3.702
C 1.370 2.654 -4.102
C -2.325 1.115 0.912
C -3.108 0.778 2.051
C -4.497 0.948 2.068
C -5.095 1.513 0.921
C -4.321 1.864 -0.199
C -2.938 1.672 -0.189
H -3.658 0.059 4.530
H -2.345 -1.146 4.553
H -2.047 0.488 5.156
H -0.075 0.074 3.159
H 1.148 1.340 0.996
H -1.473 -0.069 -1.673
H -0.712 1.259 -5.197
H -1.082 -0.376 -4.574
H -2.166 0.962 -4.200
H 2.587 2.764 -0.361
H 3.567 4.336 -2.086
H 2.764 4.276 -4.419
H 1.032 2.589 -5.134
H -5.092 0.667 2.934
H -6.163 1.701 0.894
H -4.799 2.298 -1.083
H -2.322 1.921 -1.054
C -0.103 9.211 7.507
C 1.008 9.807 6.942
C 1.746 9.176 5.907
C 2.909 9.758 5.337
C 3.627 9.111 4.350
C 3.187 7.857 3.880
C 2.030 7.278 4.341
C 1.542 5.980 3.719
C 2.185 4.810 4.463
C 1.716 3.402 4.051
C 2.940 2.512 3.743
C 3.695 3.167 2.556
C 4.120 4.576 2.950
N 3.632 4.912 4.330
C 4.254 3.984 5.318
C 3.892 2.551 4.976
C 1.313 7.897 5.431
C 0.205 7.287 6.069
C -0.500 7.931 7.080
H -0.668 9.712 8.287
H 1.336 10.792 7.280
H 3.223 10.735 5.698
H 4.523 9.551 3.924
H 3.754 7.339 3.117
H 0.451 5.893 3.777
H 1.838 5.936 2.660
H 1.972 4.938 5.545
H 1.134 2.985 4.883
H 1.040 3.461 3.191
H 2.639 1.481 3.515
H 4.581 2.569 2.303
H 3.042 3.216 1.674
H 5.221 4.659 2.941
H 3.719 5.316 2.244
H 5.341 4.128 5.325
H 3.875 4.256 6.310
H 3.422 2.076 5.841
H 4.805 1.996 4.753
H -0.102 6.284 5.755
H -1.358 7.443 7.529
*
```

Properties
Energy relative to the best compared isomer or geometry (same formula, charge and spin) = 0.00 kcal/mol
Orbital gap = 0.1714 Ha
E = -1596.7614 Eh
E_LUMO = -4.66 eV

=====

This record from the Open Molecules 2025 dataset describes an isolated molecule of C6H10O at a distorted geometry. The level of theory is ωB97M-V/def2-TZVPD.

```
! wB97M-V def2-TZVPD RIJCOSX def2/J DEFGRID3
* xyz 0 1
C -1.583 -0.741 -0.740
C -0.943 0.188 0.283
C -0.074 -0.513 1.359
C 1.087 0.409 1.043
O 1.832 -0.495 0.006
C 1.332 0.364 -1.027
C 0.310 1.033 -0.130
H -2.036 -0.186 -1.569
H -2.367 -1.346 -0.269
H -0.844 -1.437 -1.157
H -1.705 0.850 0.714
H -0.410 -0.816 2.354
H 0.424 -1.324 0.836
H 1.695 0.945 1.795
H 0.967 -0.098 -1.958
H 2.140 1.063 -1.255
H 0.175 2.103 -0.287
*
```

Properties
Energy relative to the best compared isomer or geometry (same formula, charge and spin) = 54.26 kcal/mol
Orbital gap = 0.3848 Ha
E = -309.7559 Eh
SMILES string = C[C@H]1C[C@H]2OC[C@@H]12
E_LUMO = 1.10 eV

=====

This record from the Open Molecules 2025 dataset describes a structure of composition CH29O17Sn at a distorted geometry. The level of theory is ωB97M-V/def2-TZVPD.

```
! wB97M-V def2-TZVPD RIJCOSX def2/J DEFGRID3
* xyz 1 1
Sn 2.624 -1.148 -2.091
C 0.683 -0.383 -0.141
O 0.411 -0.167 -1.339
O 0.078 0.321 0.807
O 1.378 -1.330 0.169
H 0.484 0.179 1.671
O -0.551 3.091 0.646
H -0.783 2.335 0.130
H 0.393 3.083 0.836
O -0.033 -2.667 1.779
H 0.548 -2.208 1.167
H -0.826 -2.591 1.242
O 0.439 2.898 -2.392
H 0.814 3.718 -2.048
H 0.332 2.217 -1.767
O -1.893 -1.367 -2.346
H -1.110 -0.831 -2.248
H -2.591 -0.801 -2.597
O -2.426 0.957 2.106
H -1.757 0.500 1.581
H -1.891 1.130 2.929
O -2.220 -1.739 0.430
H -2.793 -2.556 0.406
H -2.048 -1.519 -0.491
O 1.065 -3.156 -2.070
H 0.180 -3.445 -1.878
H 1.309 -3.866 -2.577
O 2.711 -1.387 2.608
H 1.901 -1.317 3.099
H 2.535 -1.474 1.693
O -1.740 1.395 -1.037
H -1.156 0.690 -1.148
H -2.075 1.659 -1.854
O 0.848 -1.326 -4.352
H 0.655 -2.088 -4.869
H 0.005 -0.982 -4.019
O 1.989 2.850 1.218
H 2.279 3.692 1.603
H 1.567 2.302 1.859
O 0.725 1.669 3.348
H 0.290 1.005 3.855
H 1.412 1.940 3.888
O -0.786 0.851 -3.797
H -1.443 1.411 -4.172
H -0.081 1.445 -3.553
O 0.393 -1.063 4.252
H -0.540 -1.314 4.402
H 0.696 -0.615 5.062
*
```

Properties
Energy relative to the best compared isomer or geometry (same formula, charge and spin) = 28.31 kcal/mol
Orbital gap = 0.2119 Ha
E = -1548.6094 Eh
E_LUMO = -6.11 eV

=====

This record from the Open Molecules 2025 dataset describes the ion C8H9N2OS with charge +1 at a distorted geometry. The level of theory is ωB97M-V/def2-TZVPD.

```
! wB97M-V def2-TZVPD RIJCOSX def2/J DEFGRID3
* xyz 1 1
C 3.512 -1.356 -0.476
C 3.142 -0.058 -0.756
C -2.591 1.636 -0.141
C 2.866 -1.703 0.684
C -2.274 0.286 0.066
C 2.232 0.355 0.193
C -0.424 1.461 -0.045
C -3.078 -0.910 0.136
N -1.414 2.311 -0.208
N -0.874 0.188 0.182
O 2.101 -0.660 1.165
S 1.518 1.960 0.534
H 4.291 -2.018 -0.870
H 3.414 0.606 -1.540
H -3.623 2.009 -0.063
H 2.750 -2.748 1.149
H -4.221 -0.762 0.371
H -2.957 -1.553 -0.788
H -2.667 -1.613 0.818
H -1.189 3.317 -0.456
H -0.517 -0.748 0.044
*
```

Properties
Energy relative to the best compared isomer or geometry (same formula, charge and spin) = 13.76 kcal/mol
Orbital gap = 0.3086 Ha
E = -892.8705 Eh
E_LUMO = -4.08 eV

=====

This record from the Open Molecules 2025 dataset describes a structure of composition C27H46As2O4SW at a distorted geometry. The level of theory is ωB97M-V/def2-TZVPD.

```
! wB97M-V def2-TZVPD RIJCOSX def2/J DEFGRID3
* xyz 2 1
W -0.530 -0.374 -0.191
C 0.738 0.833 1.159
C -0.607 1.360 1.534
C -1.091 1.956 0.316
C -0.127 1.772 -0.702
C 1.097 1.266 -0.167
C 2.474 1.396 -0.760
C 3.551 1.570 0.365
C 2.404 2.781 -1.476
C 2.870 0.386 -1.790
C -2.067 3.114 -0.094
C -3.299 3.267 0.773
C -1.214 4.490 0.166
C -2.479 3.151 -1.560
C -0.979 1.201 3.053
C -2.508 1.215 3.408
C -0.225 2.343 3.685
C -0.621 -0.118 3.744
H 1.368 0.660 1.968
H -0.235 2.138 -1.724
H 3.330 2.481 0.940
H 4.473 1.640 -0.123
H 3.590 0.674 1.030
H 2.022 3.575 -0.823
H 1.874 2.817 -2.464
H 3.345 3.206 -1.695
H 3.759 0.829 -2.210
H 2.122 0.276 -2.514
H 3.028 -0.637 -1.341
H -4.088 2.530 0.492
H -3.750 4.217 0.574
H -3.122 3.119 1.877
H -0.370 4.501 -0.491
H -0.993 4.506 1.256
H -1.862 5.313 -0.088
H -2.652 2.129 -1.854
H -1.759 3.430 -2.315
H -3.360 3.722 -1.674
H -2.700 0.139 3.762
H -3.188 1.443 2.583
H -2.677 1.942 4.159
H 0.868 2.239 3.436
H -0.166 2.219 4.773
H -0.617 3.353 3.463
H -0.736 0.009 4.832
H 0.415 -0.406 3.562
H -1.273 -0.961 3.499
C 2.809 -1.917 1.461
As 1.199 -2.165 0.395
C 0.517 -3.663 1.295
C 1.832 -2.827 -1.436
C 3.096 -3.353 -1.642
C 3.305 -3.848 -2.897
C 2.343 -4.012 -3.863
C 1.008 -3.682 -3.606
C 0.845 -3.012 -2.410
As -0.896 -2.394 -2.020
C -2.162 -3.581 -3.090
C -1.128 -0.409 -2.310
H 3.426 -2.810 1.597
H 2.395 -1.479 2.401
H 3.374 -1.133 0.963
H 1.211 -4.437 1.138
H -0.418 -3.967 0.955
H 0.362 -3.326 2.297
H 3.878 -3.302 -0.947
H 4.296 -4.248 -3.172
H 2.634 -4.470 -4.842
H 0.229 -4.008 -4.293
H -1.796 -4.625 -3.261
H -2.365 -3.011 -4.002
H -3.120 -3.663 -2.586
H -2.085 0.043 -2.218
H -0.560 0.069 -3.071
H -4.985 -1.858 0.859
H 0.786 -0.531 -1.241
O -2.670 -3.082 2.219
S -2.770 -2.304 1.045
O -4.158 -1.418 1.178
O -1.731 -1.160 0.969
O -2.734 -3.128 -0.217
*
```

Properties
Orbital gap = 0.2651 Ha
E = -6293.4728 Eh
E_LUMO = -7.37 eV